Entry from OMol25: a structure of composition C20H28N2O2S5SbSe5Y (ωB97M-V/def2-TZVPD).

Its highest occupied orbital energy is -1.90 eV. Its total charge is -2. The lowest unoccupied orbital energy is 0.143 Ha. The energy above the lowest of the compared OMol25 structures with the same formula, charge and spin comes out at 0.0 kcal per mole. The total energy comes out at -15315.96789 Eh.

Geometry as XYZ:
```
64
Properties=species:S:1:pos:R:3:forces:R:3:lowdin_charge:R:1
Y -3.0838 -0.0956 -0.8438 0.1 0.7 0.4 0.46
O -3.1212 5.7027 2.2369 0.0 0.0 0.0 -0.12
C -3.2637 4.8303 1.4058 0.0 0.0 0.1 -1.06
S -4.6988 3.8227 1.2633 0.0 -0.1 0.0 0.91
C -4.1743 2.8229 -0.0953 0.1 0.0 0.0 -1.21
C -2.9429 3.0919 -0.5851 -0.1 -0.1 0.0 -1.19
S -2.1515 2.2778 -1.9191 0.1 0.0 -0.2 0.41
S -2.0565 4.3998 0.2032 0.1 -0.1 -0.1 0.92
S -5.2697 1.5689 -0.6183 -0.1 -0.1 0.0 0.40
Se -1.6877 -4.6069 0.1991 0.1 0.0 0.1 -0.20
Sb -3.1667 -3.6499 -1.4773 -0.1 0.1 -0.1 -0.33
Se -4.8222 -2.2019 -0.2404 -0.1 -0.1 0.0 -0.09
Se -2.0243 -1.7751 -2.7804 0.1 -0.2 -0.1 -0.10
Se -4.2422 -5.1720 -3.0078 0.0 0.0 0.0 -0.31
C -3.2434 -1.7202 3.0728 0.0 0.0 0.0 -0.26
S -4.0664 -0.2759 2.4107 0.0 -0.1 0.1 0.78
C -3.8751 0.7989 3.8337 0.0 0.0 0.0 -0.25
O -3.0376 0.3052 1.4557 -0.1 -0.1 0.0 -0.79
H -2.2217 -1.4316 3.3231 0.0 0.0 0.0 0.06
H -3.2402 -2.4755 2.2847 0.0 0.0 0.0 -0.01
H -3.7899 -2.0674 3.9505 0.0 0.0 0.0 0.06
H -4.5105 0.4379 4.6427 0.0 0.0 0.0 0.05
H -4.1982 1.7879 3.5109 0.0 0.0 0.0 0.03
H -2.8261 0.8206 4.1270 0.0 0.0 0.0 0.06
C 1.6506 -3.3653 1.8596 0.0 0.0 0.0 -0.13
C 2.5906 -2.8330 0.7839 0.0 0.0 0.0 -0.26
C 2.2291 -3.3287 -0.6181 0.0 0.0 0.0 -0.18
C 1.0215 -2.6269 -1.2348 0.1 0.0 0.0 -0.22
N 1.3036 -1.2173 -1.5008 0.1 0.0 0.0 -0.01
C 0.8485 -0.1650 -0.7872 -0.1 0.0 -0.1 -0.63
Se -0.3140 -0.2203 0.6463 0.0 0.0 0.0 0.74
N 1.3603 0.9659 -1.3410 0.1 0.0 0.0 0.00
C 1.1389 2.3309 -0.8867 0.0 0.0 0.1 -0.19
C 2.3469 2.8822 -0.1361 0.0 0.0 0.0 -0.18
C 2.5415 2.2599 1.2457 0.0 0.0 0.0 -0.26
C 1.4973 2.7231 2.2550 0.0 0.0 0.0 -0.12
C 2.1538 0.6267 -2.4218 0.0 0.0 0.0 -0.14
C 2.8730 1.4002 -3.3203 0.0 0.0 0.0 -0.01
C 3.5554 0.7301 -4.3249 0.0 0.0 0.0 -0.10
C 3.5114 -0.6621 -4.4309 0.0 0.0 0.0 -0.10
C 2.7846 -1.4334 -3.5365 0.0 0.0 0.0 0.00
C 2.1119 -0.7634 -2.5265 0.0 0.0 0.0 -0.14
H 1.8987 -2.9460 2.8378 0.0 0.0 0.0 0.06
H 1.7198 -4.4543 1.9240 0.0 0.0 0.0 0.07
H 0.6127 -3.1165 1.6367 0.0 0.0 0.0 0.01
H 3.6200 -3.1282 1.0143 0.0 0.0 0.0 0.10
H 2.5765 -1.7380 0.7974 0.0 0.0 0.0 0.08
H 1.9898 -4.3952 -0.5786 0.0 0.0 0.0 0.11
H 3.0900 -3.2150 -1.2867 0.0 0.0 0.0 0.10
H 0.1436 -2.6842 -0.5934 0.0 0.0 0.0 -0.01
H 0.7341 -3.0846 -2.1810 0.0 0.0 0.0 0.10
H 0.2462 2.3139 -0.2656 0.0 0.0 0.0 0.04
H 0.8969 2.9342 -1.7621 0.0 0.0 0.0 0.11
H 2.2097 3.9637 -0.0344 0.0 0.0 0.0 0.11
H 3.2466 2.7329 -0.7417 0.0 0.0 0.0 0.10
H 3.5429 2.5094 1.6107 0.0 0.0 0.0 0.10
H 2.5029 1.1693 1.1604 0.0 0.0 0.0 0.08
H 1.5292 3.8088 2.3790 0.0 0.0 0.0 0.07
H 1.6669 2.2635 3.2306 0.0 0.0 0.0 0.07
H 0.4914 2.4455 1.9372 0.0 0.0 0.0 0.03
H 2.8899 2.4793 -3.2487 0.0 0.0 0.0 0.11
H 4.1239 1.3002 -5.0487 0.0 0.0 0.0 0.09
H 4.0461 -1.1483 -5.2368 0.0 0.0 0.0 0.09
H 2.7317 -2.5096 -3.6283 0.0 0.0 0.0 0.11
```
Forces are in eV/Å.